Density functional theory data (ωB97M-V/def2-TZVPD) for C5H9N in the gas phase in a non-equilibrium geometry.

The energy above the lowest of the compared OMol25 structures with the same formula, charge and spin comes out at 50.24 kcal per mole. The charge is 0. The SMILES is C=CC(N)C=C. The total energy is -6818.8164 eV.

Last columns: bonded neighbours and bond lengths (Å).
Atoms and positions in Å:
1 C 0.1147 -0.5227 0.2099  C2 1.519, C4 1.459, H8 1.147, N15 1.494
2 C -0.7367 0.5852 0.8049  C1 1.519, C3 1.362, H9 1.134
3 C -0.3242 1.8605 1.0483  C2 1.362, H10 1.106, H11 1.127
4 C 0.2176 -0.5828 -1.2443  C1 1.459, C5 1.288, H12 1.105
5 C 1.1664 0.0709 -1.8194  C4 1.288, H13 1.068, H14 1.080
6 H -1.4649 -1.7414 0.5309  N15 0.986
7 H -0.3023 -1.8672 1.6748  N15 1.024
8 H 1.1514 -0.5794 0.6979  C1 1.147
9 H -1.8036 0.2724 1.0300  C2 1.134
10 H -1.0105 2.6623 1.3777  C3 1.106
11 H 0.6888 2.3398 0.9289  C3 1.127
12 H -0.3653 -1.3771 -1.7441  C4 1.105
13 H 1.3007 -0.0201 -2.8754  C5 1.068
14 H 1.8584 0.7084 -1.2896  C5 1.080
15 N -0.4905 -1.8088 0.6696  C1 1.494, H6 0.986, H7 1.024